ORCA calculation (ωB97M-V/def2-TZVPD) on 5 unconnected molecules or ions with the total composition C18H33N5O6 in a non-equilibrium geometry.

Geometry (Å):
1 H -1.189806 -4.019000 -1.512065
2 H 3.916194 4.324000 -0.872065
3 O -3.575806 -2.575000 0.053935
4 C 1.404194 3.392000 -0.467065
5 H -0.045806 -3.215000 -0.375065
6 C -0.498806 1.055000 3.342935
7 O -7.325806 0.836000 3.590935
8 N 2.621194 -3.503000 -4.237065
9 H 1.628194 -4.007000 -5.875065
10 H -6.291806 -0.719000 2.009935
11 H -1.555806 -0.541000 -2.460065
12 H 3.884194 -3.960000 -2.355065
13 O 1.479194 2.631000 -1.428065
14 H -6.620806 2.810000 3.184935
15 H 2.210194 4.193000 2.258935
16 N -5.360806 1.050000 2.642935
17 O 4.037194 0.511000 1.258935
18 H 3.136194 5.350000 1.416935
19 C -2.960806 -1.922000 -0.739065
20 H 0.437194 -1.114000 0.570935
21 H 3.762194 -2.616000 -5.952065
22 C 0.709194 1.766000 3.474935
23 C 3.887194 -3.128000 -4.984065
24 N 2.481194 3.872000 0.168935
25 H 4.488194 3.493000 0.706935
26 C -4.143806 1.962000 2.314935
27 C 3.894194 3.560000 -0.290065
28 O 2.852194 -0.929000 -0.032065
29 C 1.922194 1.447000 2.585935
30 C -1.020806 -3.313000 -0.745065
31 H -4.721806 -0.568000 1.284935
32 H -3.547806 1.891000 3.020935
33 H 2.779194 -2.408000 -2.521065
34 H 1.541194 5.698000 0.994935
35 N 3.002194 -0.004000 0.884935
36 H -1.540806 -0.395000 2.032935
37 H -4.649806 -0.922000 3.103935
38 H -4.358806 2.982000 2.360935
39 H -0.324806 -1.521000 -2.973065
40 H 0.704194 2.654000 3.985935
41 C 0.485194 -0.497000 1.369935
42 H -3.402806 -1.116000 -1.129065
43 C -0.694806 -0.013000 2.315935
44 H 4.269194 -2.639000 -4.223065
45 H -3.846806 1.961000 1.438935
46 H 2.038194 -4.179000 -2.339065
47 H 3.998194 2.572000 -0.471065
48 C 2.330194 4.894000 1.305935
49 H -0.210806 -0.746000 -1.250065
50 C -6.445806 1.578000 3.226935
51 N -1.658806 -2.045000 -1.033065
52 C -0.915806 -1.266000 -1.961065
53 H 2.842194 2.024000 2.510935
54 H -0.900806 1.291000 4.234935
55 H 4.463194 -4.034000 -5.218065
56 C 1.543194 -3.850000 -4.903065
57 C 2.801194 -3.564000 -2.801065
58 C 1.813194 0.288000 1.609935
59 H -1.508806 -4.024000 0.040935
60 O 0.556194 -4.366000 -4.290065
61 C -5.133806 -0.342000 2.244935
62 H 0.536194 3.975000 -0.115065

Force components x, y, z for each atom (eV/Å):
H 0.84 -0.31 -1.79
H 2.44 4.15 -4.46
O -0.76 -1.53 1.09
C 1.00 0.69 -1.18
H 1.66 0.25 -0.17
C 3.95 -2.44 -4.09
O -0.92 0.37 0.76
N 2.77 0.26 -1.73
H 0.41 0.29 -4.90
H 2.97 0.38 1.24
H -0.37 0.55 0.69
H -2.63 0.81 -1.87
O -0.69 0.14 0.92
H 1.07 -2.89 0.28
H -0.54 2.17 -1.60
N 4.38 2.65 -2.32
O -0.17 -0.45 -1.14
H 7.33 3.97 0.76
C 1.65 -1.18 1.11
H -0.46 -2.09 -2.00
H -0.35 0.24 0.81
C 3.21 -3.37 -5.74
C -2.99 -3.23 -2.42
N 0.55 0.60 1.94
H -0.41 1.36 -1.67
C -9.77 -0.18 2.75
C -2.23 -1.83 8.13
O 1.20 3.32 2.73
C -3.94 -2.58 -0.90
C -2.34 -2.21 2.45
H 1.04 0.72 -0.42
H 6.34 -1.49 6.10
H -0.18 -2.53 0.39
H 0.96 -1.86 1.16
N -0.54 -3.53 -2.17
H -5.01 -2.23 -0.77
H -0.77 0.50 -1.41
H -1.55 1.93 0.55
H -1.18 -1.26 2.62
H 0.30 1.72 1.79
C 0.84 7.51 6.91
H -1.68 3.63 -2.21
C 9.01 2.42 -0.18
H 3.18 3.12 2.62
H 3.17 -1.59 -8.41
H -0.26 0.35 0.00
H -0.06 -2.88 -2.31
C -7.70 -5.83 -1.48
H -0.14 0.13 -1.68
C -1.32 0.92 -0.91
N 0.42 -3.05 -0.51
C 1.81 2.83 -1.24
H -0.32 -0.15 0.48
H -3.73 0.18 2.25
H -0.04 0.12 0.32
C -3.13 -3.24 6.85
C 1.95 2.20 1.48
C -4.42 1.64 2.86
H 0.19 2.24 -0.52
O 1.21 1.66 -1.49
C -4.61 -1.37 1.80
H -0.65 -0.73 -0.16

The SMILES is O=[N+]([O-])c1ccccc1.CN(C)C=O.CN(C)C=O.CN(C)C=O.CN(C)C=O. For the total energy, the calculation gives -38921.34305 eV. For the HOMO energy, the calculation gives -9.139 eV. The total charge is 0. For the LUMO energy, the calculation gives -1.53 eV.